[1]
This record from the Open Molecules 2025 dataset describes the molecule C5H8N2. The level of theory is ωB97M-V with the def2-TZVPD basis set.

Calculated values
Molar mass (g/mol): 96.133
ΔE to the lowest compared entry with this formula, charge and spin (kJ/mol): 121.3
Energy (Ha): -304.78928
HOMO level (eV): -10.021
2S+1: 1
Orbital gap (eV): 10.862
SMILES: C[C@@]1(CC#N)CN1

Atoms and positions in Å:
C (-1.046, 1.125, -0.237)
C (-0.212, -0.132, -0.137)
C (1.203, -0.024, -0.702)
C (2.163, 0.496, 0.279)
N (2.917, 0.881, 1.067)
C (-0.453, -1.077, 0.973)
N (-0.837, -1.426, -0.397)
H (-0.555, 1.966, 0.265)
H (-1.206, 1.400, -1.287)
H (-2.024, 0.980, 0.233)
H (1.220, 0.621, -1.589)
H (1.529, -1.018, -1.022)
H (-1.231, -0.819, 1.689)
H (0.373, -1.653, 1.390)
H (-1.840, -1.320, -0.525)

In the natural (NBO) picture, each atom carries the following charge in e:
1 C -0.619
2 C 0.084
3 C -0.518
4 C 0.290
5 N -0.329
6 C -0.255
7 N -0.586
8 H 0.228
9 H 0.213
10 H 0.215
11 H 0.250
12 H 0.271
13 H 0.199
14 H 0.206
15 H 0.353

=====

[2]
This record from the Open Molecules 2025 dataset describes a structure of composition C5H8N2O. The level of theory is ωB97M-V with the def2-TZVPD basis set.

Calculated values
Molar mass (g/mol): 112.132
ΔE to the lowest compared entry with this formula, charge and spin (kJ/mol): 60.4
Energy (Ha): -380.06516
HOMO level (eV): -9.096
2S+1: 1
Orbital gap (eV): 9.591

Atoms and positions in Å:
C (-0.342, 0.928, 1.283)
C (-0.361, 0.966, -1.263)
C (0.599, -1.077, 0.003)
C (-0.348, 0.105, 0.001)
N (1.919, -1.151, -0.036)
N (-0.295, -2.040, 0.047)
C (-1.344, -1.102, 0.016)
O (-2.531, -1.197, -0.018)
H (2.484, -0.319, -0.056)
H (2.364, -2.054, -0.028)
H (-0.303, 0.279, 2.156)
H (0.516, 1.600, 1.306)
H (-1.227, 0.720, -1.874)
H (-0.412, 2.023, -1.012)
H (0.533, 0.796, -1.861)
H (-1.252, 1.520, 1.336)

In the natural (NBO) picture, each atom carries the following charge in e:
1 C -0.601
2 C -0.614
3 C 0.488
4 C -0.211
5 N -0.770
6 N -0.565
7 C 0.690
8 O -0.550
9 H 0.407
10 H 0.414
11 H 0.219
12 H 0.203
13 H 0.236
14 H 0.215
15 H 0.211
16 H 0.229